This record from OMol25 describes a structure of composition C45H37ClN4P3PbSe. The level of theory is the ωB97M-V functional and the def2-TZVPD basis.

XYZ file:
```
92
Properties=species:S:1:pos:R:3:forces:R:3:mulliken_charge:R:1
H -5.336321 -3.449107 1.181934 -0.01 0.00 0.01 0.414
C -0.754475 -2.677023 -3.749120 0.01 0.01 0.02 -1.357
H -0.085814 0.654583 5.412452 -0.03 0.01 -0.01 0.399
H 1.726201 -0.113553 6.870344 0.00 0.00 0.02 0.433
H 2.336813 -3.684980 -2.075572 -0.02 0.02 0.01 0.332
C -2.501674 2.825892 -3.654455 -0.15 -0.22 0.03 -0.707
C 0.938771 0.880982 5.147924 -0.03 -0.01 0.00 -0.660
C -2.982470 -2.782504 -1.156014 0.03 0.01 0.01 -0.126
P -0.134121 -2.784142 -1.022826 0.08 0.12 0.21 -0.210
N -0.322348 -1.971950 -2.530877 -0.01 -0.03 -0.22 0.811
H 0.833121 2.212553 -3.595457 -0.03 -0.02 -0.10 0.570
C 2.174267 -5.781659 -2.457895 -0.03 -0.05 0.00 -0.655
H 4.877094 -1.217679 -4.725222 0.01 0.00 0.00 0.451
H 0.349132 7.595482 1.561547 0.00 0.02 0.00 0.399
C 1.963901 0.447497 5.976718 0.00 0.01 -0.01 -0.677
N 2.384543 0.299721 0.607796 -0.02 0.15 -0.09 -0.614
C -1.148364 3.108280 -3.559459 0.12 0.12 0.22 -0.771
H -1.519045 3.778249 1.111875 -0.01 -0.01 0.00 0.682
H -0.776684 4.110797 -3.722631 -0.01 0.00 -0.06 0.597
C 3.375095 -0.805076 -6.199969 -0.02 0.00 -0.02 -0.483
C 5.547732 0.501391 1.874099 0.06 0.14 0.06 0.538
H 2.813127 2.402370 2.762581 -0.01 -0.03 0.00 1.013
H -0.552526 -7.680557 -1.808326 -0.01 -0.02 0.00 0.416
H -1.334995 -2.013431 -4.392223 0.01 0.01 -0.01 0.375
C -0.688785 0.734162 -3.096023 -0.17 -0.32 -0.14 -0.099
H 1.943889 6.623040 3.178550 0.01 0.02 0.01 0.441
C 1.187041 6.000314 2.721865 -0.03 0.02 -0.02 -0.719
C -0.412165 -5.572349 -1.461561 -0.07 0.00 0.01 -0.344
C 3.282281 0.737322 5.664055 0.01 0.01 0.00 -0.718
H 4.610736 1.671235 4.257115 0.03 -0.01 -0.03 0.576
C -1.642425 2.924552 4.938129 0.01 0.00 -0.03 -0.247
C 3.502820 0.101862 0.923016 -0.28 -0.02 0.11 0.779
C -4.357127 -3.330340 0.738188 -0.01 0.00 0.00 -0.495
H -2.411471 -0.502716 -2.944252 -0.04 -0.02 -0.01 0.247
C -4.238241 -2.929059 -0.584140 0.00 -0.01 0.01 -0.835
N 4.676349 -0.231708 1.208899 0.02 -0.21 -0.19 -0.644
C 0.391108 -4.439911 -1.539215 0.03 -0.08 -0.02 0.432
H -2.793152 3.677780 6.572452 -0.01 0.01 0.02 0.428
C -3.216909 -3.576620 1.490171 -0.03 -0.01 0.01 -0.752
H -3.990476 1.305750 -3.528445 -0.01 -0.01 0.00 0.459
C -2.786749 3.035650 5.703318 -0.03 -0.03 -0.03 -0.890
P 0.536508 -0.520746 -2.615895 -0.07 0.04 0.18 0.009
H -3.208530 3.613058 -3.870641 0.01 0.02 -0.01 0.449
H 1.820558 4.244294 3.768268 -0.06 0.04 -0.02 0.515
C -3.925307 2.324116 5.344082 -0.02 0.06 0.10 -0.450
C -2.042532 0.492720 -3.141914 0.27 0.06 0.04 -0.293
C 2.958305 -0.878821 -3.836809 0.02 0.00 0.03 -0.331
C 1.229190 1.600996 3.990941 -0.02 -0.04 0.05 0.813
C 0.291038 6.545998 1.815301 0.01 -0.01 0.01 -0.555
H 4.059915 -0.887998 -7.033105 0.01 0.00 0.00 0.408
C 1.613105 -0.588323 -4.061751 0.08 0.02 -0.07 0.206
C -0.682388 5.743399 1.235912 0.00 0.00 -0.01 -0.691
C -1.597289 2.099803 3.809015 -0.16 -0.01 -0.01 -0.391
H -5.124476 -2.738083 -1.174596 -0.01 0.00 -0.01 0.431
H 3.182508 -5.862067 -2.840416 0.02 0.00 -0.01 0.428
H -3.304240 -3.883820 2.523703 0.00 0.00 0.01 0.433
C -3.915136 1.506338 4.230897 0.04 -0.05 -0.07 -0.675
H -1.079290 -3.594143 1.525065 0.02 0.00 -0.02 0.422
C 1.160964 -0.395193 -5.368123 -0.06 0.01 -0.01 -0.231
C -0.193828 2.076746 -3.277576 0.19 -0.01 0.13 -0.080
N 6.354628 1.091171 2.452507 0.03 0.04 0.05 -0.555
C 2.038967 -0.501530 -6.433259 0.03 0.00 0.04 -0.756
P -0.067088 2.071616 2.816330 0.17 -0.14 -0.26 0.323
C 0.156619 3.842892 2.464034 -0.08 0.01 0.02 0.967
H -1.374528 -3.530219 -3.480387 0.01 0.00 0.00 0.573
H 0.106164 -3.044977 -4.310625 -0.02 -0.01 -0.02 0.244
H -4.828102 2.406777 5.933665 -0.01 0.01 0.01 0.398
H 1.683074 -0.350039 -7.443100 0.00 0.00 -0.02 0.431
H -1.422882 -5.499314 -1.078539 0.01 0.01 0.00 0.340
H -4.793315 0.948330 3.938214 0.00 0.00 0.01 0.467
H -2.906572 -2.480120 -2.191307 0.00 -0.01 -0.03 0.154
C 1.364705 -6.908834 -2.377205 0.02 0.02 -0.01 -0.536
H -0.758608 3.487450 5.213536 0.02 0.00 -0.02 0.422
H 4.079798 0.406735 6.315633 0.01 0.00 0.00 0.426
Se -0.119815 2.821811 -1.292507 -0.02 0.11 0.01 0.033
C 3.834716 -0.993295 -4.905265 0.01 0.00 -0.02 -0.703
C -2.754947 1.401169 3.477831 0.13 -0.04 -0.04 0.765
C 3.583229 1.450120 4.510148 0.00 -0.02 0.05 -1.278
C 1.692237 -4.557164 -2.031096 0.04 0.03 0.01 -0.462
C 0.076984 -6.803705 -1.875819 0.00 -0.01 -0.01 -0.668
C -1.963507 -3.417084 0.921364 0.03 0.01 0.04 -0.545
C -1.830800 -3.028003 -0.411839 -0.09 -0.02 -0.07 1.149
Cl -2.813112 0.333234 2.087691 0.06 0.06 0.05 0.003
H 3.325186 -1.001938 -2.824051 -0.02 -0.01 0.02 0.466
Pb 0.157952 0.299349 0.301854 -0.07 0.03 0.17 1.462
H 0.118490 -0.163491 -5.556368 0.00 0.00 0.01 0.358
C -2.933145 1.526780 -3.455516 -0.10 0.22 -0.04 -0.558
H -1.389852 6.162600 0.532940 0.00 0.01 0.00 0.451
H 1.742387 -7.869422 -2.700074 0.01 -0.01 0.00 0.392
C -0.746772 4.397848 1.556346 0.01 0.02 0.00 -1.260
C 2.562787 1.863982 3.670226 0.07 0.00 -0.07 -0.719
C 1.118361 4.653896 3.052928 0.09 0.01 0.06 0.004
```
Forces are in eV/Å.

Summary:
Highest occupied orbital energy, eV: -10.5
E_tot, eV: -164203.0366
Energy relative to the best compared isomer or geometry (same formula, charge and spin), eV: 0.0000
2S+1: 1
Net charge: +1
Max |F|, hartree/bohr: 0.0075